{
  "formula": "C25H40F3N4O10SSi2Tl",
  "method": "ωB97M-V with the def2-TZVPD basis set",
  "species": ["Tl", "O", "C", "O", "C", "O", "C", "C", "O", "O", "H", "H", "H", "H", "H", "C", "O", "C", "O", "N", "N", "H", "H", "H", "H", "H", "H", "C", "Si", "C", "C", "C", "Si", "C", "C", "C", "H", "H", "H", "H", "H", "H", "H", "H", "H", "H", "H", "H", "H", "H", "H", "H", "H", "H", "H", "F", "C", "F", "F", "C", "C", "C", "N", "C", "C", "H", "H", "H", "H", "N", "C", "C", "C", "C", "C", "C", "S", "O", "O", "O", "H", "H", "H", "H", "H", "H"],
  "xyz": [[-0.890168, -0.383802, 0.194945], [-1.922595, -5.557433, -1.298840], [-2.028512, -4.230471, -1.379438], [-1.438073, -3.572994, -2.202821], [-2.961083, -3.693521, -0.312413], [-3.017771, -2.301994, -0.296510], [-3.916987, -1.755701, -1.267497], [-3.572113, -0.275370, -1.487717], [-3.700580, 0.165685, -2.639586], [-3.130482, 0.347011, -0.480327], [-1.323734, -5.854114, -2.000254], [-2.581528, -4.037212, 0.650350], [-3.945785, -4.151743, -0.458288], [-4.949100, -1.851810, -0.915156], [-3.818133, -2.281582, -2.218959], [3.320198, -4.074839, -0.402394], [3.737096, -2.716753, -0.549758], [2.809643, -1.798589, -0.233691], [1.670456, -2.074326, 0.116128], [3.285314, -0.549886, -0.373064], [2.433321, 0.540912, -0.203757], [4.203965, -4.673083, -0.599961], [2.534586, -4.314935, -1.119272], [2.951466, -4.258422, 0.605353], [4.144116, -0.360671, -0.889712], [1.627747, 0.445472, -0.820187], [2.092667, 0.559557, 0.751452], [-0.483716, -3.326505, 2.519653], [-0.196658, -1.784442, 3.548781], [1.610282, -1.305149, 3.506198], [-0.699253, -2.139885, 5.321386], [-1.284536, -0.402162, 2.927076], [-1.131822, 1.433129, 3.253235], [-1.188970, 1.696112, 5.109226], [-2.546246, 2.336513, 2.430465], [0.501112, 2.084191, 2.600157], [0.098418, -4.163367, 2.913422], [-0.179695, -3.177305, 1.480682], [-1.538808, -3.611020, 2.556308], [2.229963, -2.157476, 3.796012], [1.826153, -0.490460, 4.201140], [1.919680, -1.004011, 2.504610], [-0.158326, -3.010713, 5.700622], [-1.768089, -2.348035, 5.401180], [-0.473947, -1.294741, 5.974399], [-2.290558, -0.728521, 2.642755], [-2.086714, 1.254488, 5.546133], [-1.192395, 2.764347, 5.339374], [-0.320953, 1.252260, 5.601961], [-3.486768, 2.122743, 2.944123], [-2.679585, 2.047974, 1.384136], [-2.385126, 3.416753, 2.465282], [1.354134, 1.536226, 3.005499], [0.623081, 3.136130, 2.870464], [0.541643, 2.033944, 1.508913], [0.196551, 6.826839, -3.068688], [-0.554834, 6.549993, -1.990497], [-0.100530, 7.316228, -0.983391], [-1.808367, 6.940642, -2.259359], [-0.476882, 5.087500, -1.637263], [-1.608825, 4.297757, -1.580191], [-1.460453, 2.956800, -1.250247], [-0.276731, 2.400880, -0.986113], [0.811861, 3.179410, -1.046663], [0.761269, 4.523153, -1.368568], [-2.589459, 4.700680, -1.787581], [-2.321026, 2.297266, -1.200968], [1.768777, 2.710821, -0.847202], [1.672123, 5.104501, -1.415869], [-1.056721, -0.820125, -3.113108], [0.182887, -0.429618, -3.370548], [0.462573, 0.923026, -3.736478], [1.756985, 1.343089, -3.806857], [2.809440, 0.448014, -3.525051], [2.541142, -0.918905, -3.292122], [1.257520, -1.357454, -3.200308], [4.490543, 1.048905, -3.419045], [5.081362, 0.208629, -2.384290], [4.972254, 0.779035, -4.756623], [4.339203, 2.441189, -3.064515], [-1.234319, -1.795738, -2.879294], [-1.883124, -0.227689, -3.244745], [-0.367665, 1.599561, -3.895710], [2.011053, 2.373330, -4.018220], [3.381069, -1.583107, -3.134077], [1.016092, -2.385011, -2.958225]],
  "atomic_forces_ev_per_a": [[0.03, 0.00, 0.18], [-0.03, 0.01, 0.01], [0.01, 0.04, -0.04], [0.00, -0.01, 0.05], [-0.02, -0.04, 0.01], [0.01, 0.01, -0.02], [0.02, 0.03, -0.04], [0.03, 0.02, -0.18], [0.05, -0.07, 0.08], [0.01, 0.01, 0.07], [0.03, -0.02, -0.02], [0.01, -0.01, 0.00], [0.00, -0.02, 0.00], [0.00, 0.01, 0.02], [0.00, 0.00, 0.00], [0.00, 0.02, -0.01], [-0.01, 0.02, 0.04], [-0.04, 0.01, -0.18], [-0.08, -0.12, 0.05], [0.05, -0.02, 0.28], [0.02, 0.00, -0.12], [0.00, 0.00, 0.00], [-0.01, 0.00, 0.01], [0.01, 0.00, 0.00], [0.05, 0.04, -0.06], [0.01, 0.01, 0.02], [0.03, 0.01, 0.02], [-0.01, 0.00, 0.01], [0.04, 0.01, 0.00], [0.00, 0.00, 0.04], [-0.01, -0.02, 0.01], [-0.07, -0.01, -0.15], [0.02, 0.03, 0.01], [0.01, 0.00, 0.01], [-0.02, -0.01, -0.01], [0.00, -0.01, -0.03], [0.00, 0.00, 0.01], [0.01, 0.00, 0.00], [0.01, 0.00, 0.00], [0.00, 0.01, 0.01], [0.00, 0.00, -0.01], [0.00, -0.01, -0.03], [0.00, 0.01, 0.00], [0.00, -0.01, -0.01], [-0.01, 0.00, -0.01], [-0.03, 0.02, 0.08], [0.00, 0.00, 0.00], [0.00, 0.00, 0.00], [0.00, 0.00, -0.01], [0.00, 0.00, -0.01], [0.02, 0.00, 0.02], [0.00, 0.00, 0.01], [0.00, 0.00, 0.00], [-0.01, 0.00, 0.01], [0.00, 0.02, 0.02], [-0.02, 0.01, 0.02], [0.00, -0.01, 0.00], [-0.01, -0.01, -0.02], [0.02, 0.01, 0.00], [0.00, 0.00, 0.00], [-0.01, -0.01, -0.01], [0.00, -0.04, -0.01], [0.03, 0.03, 0.06], [0.00, 0.01, -0.05], [-0.01, 0.00, -0.01], [0.00, 0.00, 0.00], [0.00, 0.02, 0.01], [0.00, -0.03, 0.01], [0.00, 0.00, 0.00], [-0.10, -0.09, -0.38], [-0.04, 0.08, 0.12], [0.00, -0.02, -0.01], [0.02, 0.00, 0.02], [-0.08, 0.03, -0.02], [0.05, -0.04, 0.00], [-0.01, 0.00, 0.01], [0.06, 0.08, -0.06], [0.01, -0.01, -0.03], [-0.01, -0.02, 0.02], [-0.03, -0.02, 0.01], [-0.02, 0.02, 0.09], [0.04, 0.05, 0.10], [0.01, 0.01, 0.00], [-0.01, 0.00, 0.00], [-0.01, -0.02, 0.00], [0.01, -0.01, 0.00]],
  "e_tot_ha": -3397.3789
}

{
  "formula": "C25H40F5MnO16SV",
  "method": "ωB97M-V with the def2-TZVPD basis set",
  "species": ["O", "V", "Mn", "F", "F", "C", "F", "F", "F", "S", "O", "O", "O", "O", "C", "O", "C", "C", "C", "H", "H", "H", "H", "H", "H", "H", "H", "O", "C", "O", "C", "C", "C", "H", "H", "H", "H", "H", "H", "H", "H", "O", "C", "O", "C", "C", "C", "H", "H", "H", "H", "H", "H", "O", "C", "O", "C", "C", "C", "H", "H", "H", "H", "H", "H", "O", "C", "O", "C", "C", "C", "H", "H", "H", "H", "H", "H", "O", "C", "O", "C", "C", "C", "H", "H", "H", "H", "H", "H"],
  "xyz": [[-3.746501, 2.983718, -2.102557], [-2.309475, 2.962169, -2.608527], [0.493723, 4.056755, -1.543701], [-1.541861, 4.203647, -1.131883], [-0.274626, 3.093485, -3.141047], [0.415356, -0.266850, -1.494190], [-0.246868, -1.372455, -1.254540], [1.668166, -0.381787, -1.054280], [0.433285, 0.004039, -2.798386], [-0.418802, 1.092280, -0.571057], [0.481540, 2.257021, -0.649468], [-1.671391, 1.366952, -1.318619], [-0.595347, 0.568331, 0.727917], [2.518637, -4.143261, 1.160362], [3.368265, -3.290358, 1.196105], [4.314068, -3.111998, 0.280717], [4.359092, -3.895597, -0.928647], [3.135341, -3.712917, -1.802417], [3.514576, -2.271397, 2.293528], [4.628296, -4.935966, -0.766763], [5.168781, -3.386032, -1.449608], [2.286033, -4.337351, -1.541388], [3.428286, -3.929913, -2.832305], [2.847232, -2.660088, -1.799160], [3.559973, -1.308407, 1.777215], [4.396541, -2.411055, 2.914294], [2.644189, -2.282749, 2.943256], [3.535293, 2.946242, 3.539927], [3.054528, 1.997205, 2.993243], [3.439498, 1.558163, 1.775926], [4.575709, 2.070716, 1.086375], [4.982552, 1.081191, 0.019242], [1.728120, 1.348411, 3.326076], [5.397511, 2.357791, 1.740425], [4.244937, 2.989689, 0.584707], [5.959288, 1.345593, -0.387004], [4.248464, 1.088658, -0.786098], [5.093616, 0.070200, 0.412786], [0.974257, 2.100998, 3.097851], [1.658917, 0.949699, 4.333223], [1.572078, 0.523914, 2.631459], [-0.325425, 0.245502, -9.032357], [0.222992, 0.885303, -8.196410], [-0.080735, 0.761815, -6.871381], [0.863868, 1.430796, -6.046685], [1.975691, 1.950283, -6.984623], [1.306603, 1.933751, -8.365063], [1.219020, 0.789180, -5.242459], [0.374033, 2.284805, -5.560730], [2.828045, 1.271974, -6.961690], [2.306143, 2.940482, -6.679602], [1.998807, 1.664346, -9.152202], [0.815502, 2.892785, -8.529014], [-3.072138, -1.747976, -1.858714], [-3.382510, -2.310387, -0.846109], [-4.012441, -3.482323, -0.822151], [-4.214000, -3.950762, 0.544992], [-4.057630, -2.711031, 1.412156], [-3.145211, -1.834595, 0.558881], [-3.504416, -4.749849, 0.741622], [-5.243752, -4.293931, 0.546861], [-3.681074, -2.886043, 2.417265], [-5.040976, -2.255441, 1.545670], [-2.116596, -2.115521, 0.818911], [-3.231453, -0.755079, 0.637632], [-1.866283, -1.787968, 6.655518], [-1.721787, -1.653158, 5.482709], [-2.123746, -0.540198, 4.814118], [-1.512939, -0.461204, 3.541823], [-0.423810, -1.535219, 3.524238], [-0.967617, -2.553145, 4.517353], [-1.150404, 0.545804, 3.317008], [-2.214152, -0.574311, 2.706902], [0.557028, -1.155804, 3.817951], [-0.179514, -1.988114, 2.559993], [-0.266702, -3.142667, 5.092453], [-1.778178, -3.127849, 4.058170], [-6.268969, 4.112346, 2.743545], [-5.231244, 3.643235, 2.419367], [-4.124147, 4.407468, 2.193096], [-2.963201, 3.571860, 2.113661], [-3.473400, 2.192385, 1.642172], [-4.912120, 2.174182, 2.152153], [-2.417073, 3.524551, 3.057405], [-2.300572, 4.033974, 1.380468], [-2.822916, 1.473927, 2.137124], [-3.337587, 2.097289, 0.568586], [-5.012875, 1.697212, 3.127895], [-5.611454, 1.768614, 1.428525]],
  "atomic_forces_ev_per_a": [[-0.08, 0.15, -0.73], [1.77, -0.84, 3.38], [-1.05, -0.88, 0.20], [0.17, -0.42, -1.61], [-0.71, 0.65, -0.23], [0.29, -0.06, -0.19], [0.06, -0.02, -0.13], [-0.26, 0.16, -0.04], [-0.04, 0.00, 0.13], [-0.32, -0.18, -0.03], [0.79, 0.43, 0.02], [-0.35, 0.85, -1.10], [-0.21, 0.06, 0.42], [-0.02, 0.00, -0.27], [-0.17, -0.55, 0.67], [0.36, 0.03, -0.12], [-0.04, 0.79, -0.50], [-0.02, -0.04, -0.28], [-0.41, 0.43, -0.24], [-0.12, -0.01, 0.36], [0.25, -0.36, 0.03], [0.01, 0.04, 0.15], [-0.07, -0.16, 0.03], [-0.10, -0.02, 0.12], [0.19, 0.14, 0.36], [0.17, -0.06, -0.25], [-0.08, -0.14, -0.05], [0.51, -0.18, 0.37], [-0.87, 0.89, -0.77], [0.17, -1.02, -0.04], [-0.01, 0.79, -0.34], [0.20, -0.15, 0.11], [0.42, -0.59, -0.46], [-0.16, -0.25, 0.32], [0.15, 0.11, 0.16], [-0.08, 0.17, -0.08], [0.03, -0.22, -0.05], [-0.17, 0.01, 0.05], [-0.13, 0.01, 0.40], [-0.01, 0.44, 0.19], [-0.06, 0.00, 0.04], [-0.20, -0.02, -0.06], [0.21, 0.14, -0.20], [-0.03, -0.39, 0.32], [0.14, 1.01, -0.12], [-0.09, -0.31, 0.17], [0.16, -0.16, 0.99], [-0.01, -0.31, -0.23], [-0.15, -0.10, -0.09], [0.03, 0.05, -0.03], [0.11, -0.01, -0.04], [-0.18, 0.17, -0.29], [0.03, -0.03, -0.41], [0.04, 0.13, -0.27], [-0.01, 0.33, 0.06], [0.03, -0.49, 0.13], [-0.45, 0.33, -0.60], [-0.41, 0.62, 0.11], [0.52, -0.45, 0.58], [0.00, -0.04, 0.04], [0.13, -0.44, 0.22], [0.15, -0.23, -0.07], [0.04, 0.10, -0.09], [0.10, 0.26, -0.21], [-0.16, 0.00, 0.06], [-0.48, -0.06, 0.00], [0.96, -0.02, 0.23], [-0.40, 0.55, 0.01], [0.41, 0.16, -1.35], [0.73, -0.51, -0.33], [-0.77, 0.78, 0.34], [0.33, 0.02, 0.75], [-0.39, -0.61, 0.45], [-0.23, 0.19, 0.52], [-0.58, 0.15, -0.20], [0.06, -0.30, -0.28], [0.40, -0.49, -0.07], [-0.43, 0.20, 0.12], [0.17, -0.18, -0.56], [0.33, -0.13, 0.47], [-0.12, 0.12, -0.91], [0.79, 0.36, 0.98], [0.43, 0.46, -0.01], [-0.35, 0.06, 0.21], [0.01, 0.00, 0.01], [-0.23, -0.37, -0.25], [-0.38, -0.09, -0.08], [-0.04, -0.36, -0.19], [-0.23, -0.07, 0.21]],
  "total_charge": 1,
  "e_tot_ha": -5172.8238,
  "multiplicity": 7,
  "s2": 12.0282
}